Entry 1:
The following is a DFT calculation (ωB97M-V/def2-TZVPD) of an isolated molecule of C5HN3O at a distorted geometry.

Last column: natural (NBO) charge in e.
Cartesian coordinates (Å):
1 O -2.8696 -0.7033 -0.4733  -0.478
2 N 1.4710 -1.3621 2.5513  -0.242
3 N -1.2276 0.9414 -0.3186  -0.379
4 N 2.9827 0.8126 -0.7585  -0.243
5 C 1.1026 -0.6806 1.7068  0.262
6 C 0.8671 0.0070 0.4660  -0.422
7 C 2.0282 0.4111 -0.2735  0.271
8 C -2.0315 0.0155 -0.9990  0.508
9 C -0.2962 0.4921 0.2566  0.561
10 H -2.0267 0.0664 -2.1578  0.161

Cartesian forces (eV/Å) of the 2 atoms listed first:
O 2.3 1.6 -0.6
N -0.2 0.0 0.5

Properties
**Molecular weight**: 119.083 g/mol
**Structure (SMILES)**: N#CC(=C=NC=O)C#N
**Largest force on an atom**: 4.6 eV/A
**Relative energy (zero: lowest compared OMol25 entry of this formula, charge and spin)**: 14.9 kcal/mol



Entry 2:
The following is a DFT calculation (ωB97M-V/def2-TZVPD) of a structure of composition C3H6N4O at a distorted geometry.

Last column: natural (NBO) charge in e.
Cartesian coordinates (Å):
1 O 0.4104 -0.9384 1.8771  -0.225
2 N -0.3754 -1.6405 0.0565  -0.233
3 N 0.1933 0.3180 -1.3321  -0.481
4 N 0.9933 0.1226 0.9858  -0.163
5 N -0.2311 -1.8447 1.1900  0.188
6 C 0.2651 -0.1813 -0.2364  0.471
7 C -0.5372 -0.3918 -2.3353  -0.459
8 C 0.3866 1.3532 1.6928  -0.427
9 H 1.0260 1.5077 2.7673  0.229
10 H 0.4657 1.9859 0.9048  0.205
11 H -0.7339 1.2324 2.2243  0.217
12 H -1.6880 -0.2277 -2.2224  0.223
13 H 0.0223 0.4213 -3.2879  0.225
14 H -0.1973 -1.7167 -2.2847  0.229

Cartesian forces (eV/Å) of the 2 atoms listed first:
O 2.1 1.0 1.3
N 0.2 2.8 -5.1

Properties
**Molecular weight**: 114.108 g/mol
**Largest force on an atom**: 6.4 eV/A
**Relative energy (zero: lowest compared OMol25 entry of this formula, charge and spin)**: 200.4 kcal/mol



Entry 3:
The following is a DFT calculation (ωB97M-V/def2-TZVPD) of an isolated molecule of C4H5N3 at a distorted geometry.

Last column: natural (NBO) charge in e.
Cartesian coordinates (Å):
1 N 0.9579 -1.2297 -1.7055  -0.136
2 N -0.4523 0.3766 -0.3953  -0.594
3 N 2.9959 1.4732 1.0959  -0.300
4 C 1.2053 -0.3163 0.5902  -0.270
5 C 2.2251 0.6336 0.8691  0.206
6 C 0.6659 -0.5452 -0.7446  0.232
7 C -1.7993 -0.1054 -0.1258  -0.411
8 H 0.8846 -0.9622 1.4069  0.250
9 H -0.3837 1.3183 -0.7822  0.407
10 H -1.7162 -1.0988 0.3242  0.205
11 H -2.3751 -0.1887 -1.0539  0.198
12 H -2.3288 0.5613 0.5621  0.214

Cartesian forces (eV/Å) of the 2 atoms listed first:
N 0.0 -0.5 -1.1
N -0.8 0.3 -1.5

Properties
**Molecular weight**: 95.105 g/mol
**Largest force on an atom**: 3.6 eV/A
**Relative energy (zero: lowest compared OMol25 entry of this formula, charge and spin)**: 129.3 kcal/mol



Entry 4:
The following is a DFT calculation (ωB97M-V/def2-TZVPD) of a cluster of 5 separate species, C4H19NO5 in total at a distorted geometry.

Last column: natural (NBO) charge in e.
Cartesian coordinates (Å):
1 O 1.3290 1.7078 -0.7768  -0.771
2 O -2.9980 -0.3557 -1.7488  -0.944
3 O 1.9644 -0.1305 -2.9820  -0.961
4 O -0.6663 1.3068 -2.8912  -0.945
5 O -1.6183 -2.4621 -1.0319  -0.908
6 N 1.7033 -0.7028 1.9830  -0.871
7 C -0.1771 0.7890 1.9934  -0.415
8 C 1.8556 1.3548 0.4942  -0.063
9 C -1.1312 -0.3799 2.3324  -0.611
10 C 0.9706 0.2001 1.0790  -0.084
11 H 0.6313 -0.5412 0.2745  0.209
12 H -1.5780 -0.9861 1.5041  0.223
13 H -3.0142 0.4932 -1.3601  0.483
14 H 1.2416 -0.8698 2.8068  0.362
15 H 2.7024 -0.7518 -2.8132  0.473
16 H -3.1682 -1.0398 -1.1082  0.458
17 H -0.8379 1.5504 1.5530  0.210
18 H -0.7994 -0.9564 3.0857  0.190
19 H 2.1041 0.5912 -2.3760  0.481
20 H 2.7163 -0.6822 1.9955  0.377
21 H -1.7446 -3.4160 -0.8709  0.460
22 H 1.8579 2.2523 1.1525  0.175
23 H 2.9307 1.1603 0.2151  0.170
24 H 0.4937 1.1635 -0.9585  0.483
25 H 0.2224 1.4726 -2.5149  0.460
26 H -2.0397 0.0803 2.7647  0.203
27 H -2.4715 -2.4300 -1.5119  0.453
28 H -0.5717 0.3319 -3.2049  0.493
29 H 0.0928 1.2503 2.9153  0.212

Cartesian forces (eV/Å) of the 2 atoms listed first:
O -2.1 -0.6 -0.9
O -0.2 -1.1 -1.6

Properties
**Molecular weight**: 161.198 g/mol
**Structure (SMILES)**: CC[C@H](N)CO.O.O.O.O
**Largest force on an atom**: 4.3 eV/A
**Relative energy (zero: lowest compared OMol25 entry of this formula, charge and spin)**: 57.7 kcal/mol